C7H9NO3 | ωB97M-V/def2-TZVPD

CARTESIAN COORDINATES (ANGSTROEM)
C -2.708 0.539 -0.229
C -1.227 0.407 -0.202
C -0.452 1.420 0.064
N 0.983 1.184 -0.048
O 1.425 1.996 -0.844
O 1.647 1.048 1.178
C 1.552 -0.090 0.301
C 2.877 -0.695 -0.073
O 3.112 -1.837 -0.293
C 0.542 -1.144 0.637
C -0.632 -0.948 -0.366
H -3.092 1.566 -0.306
H -3.173 0.089 0.633
H -3.062 0.100 -1.146
H -0.764 2.399 0.238
H 3.702 0.079 -0.201
H 1.027 -2.179 0.551
H -0.003 -1.102 1.605
H -0.368 -1.169 -1.325
H -1.386 -1.662 -0.174

E_LUMO ... 0.0003 hartree
HOMO ... -9.24 eV
Gap between HOMO and LUMO ... 9.3 eV
Multiplicity ... 1
Relative energy (zero: lowest compared OMol25 entry of this formula, charge and spin) ... 565.0 kJ/mol
Max |F| ... 0.0787 Eh/bohr